# 1
The following is a DFT calculation (ωB97M-V with the def2-TZVPD basis set) of a cluster of 5 separate species, C33H80BrN2O17P4 in total.

Computed properties:
**Spin multiplicity**: 1
**HOMO energy**: -10.74 eV
**Frontier orbital gap**: 7.41 eV
**E_LUMO**: -3.323 eV
**Charge**: +1
**Energy relative to the best compared isomer or geometry (same formula, charge and spin)**: 20.364 eV

Element x y z (Å)
1 C 7.8754 4.3634 1.9467
2 C 6.4080 5.0848 2.2955
3 C 6.0185 6.2783 1.2377
4 Br 5.5630 5.6602 -0.6077
5 C 4.8311 7.2204 1.9456
6 C 4.2929 8.4037 0.9407
7 N 3.0741 8.0444 0.1221
8 C 2.0292 7.4247 1.0228
9 C 2.7053 6.0392 1.6694
10 C 1.4984 5.3592 2.5773
11 C 1.2546 3.7646 2.2930
12 N 1.2218 3.3650 0.8350
13 O 3.7755 6.4302 2.5975
14 H 8.3587 4.0167 2.9562
15 H 8.5618 5.1718 1.4050
16 H 7.6616 3.4297 1.2512
17 H 5.5874 4.2513 2.4057
18 H 6.5742 5.6107 3.3521
19 H 6.9970 6.9536 1.1300
20 H 5.4028 7.7859 2.8285
21 H 5.1527 8.7603 0.2009
22 H 4.0131 9.3557 1.6044
23 H 3.2781 7.4988 -0.7555
24 H 2.6626 8.9660 -0.2166
25 H 1.7857 8.2052 1.8827
26 H 1.0500 7.0755 0.4813
27 H 3.0341 5.2829 0.8397
28 H 1.8425 5.4437 3.7169
29 H 0.5017 5.9779 2.5007
30 H 2.0051 3.1396 2.9563
31 H 0.1719 3.5113 2.7275
32 H 2.2300 3.2024 0.5349
33 H 0.9031 4.1602 0.2355
34 O 1.5209 -1.3385 -4.8944
35 P 1.8783 -1.1576 -3.3987
36 O 3.0027 0.0347 -3.6620
37 C 2.6061 1.2491 -4.2737
38 C 2.0896 2.2315 -3.2448
39 O 2.9455 -2.4370 -3.3408
40 C 2.7807 -3.5311 -4.2341
41 C 3.6139 -3.3297 -5.4924
42 O 2.2777 -0.9555 -1.7276
43 C 1.4515 -0.1827 -0.8806
44 C -0.0322 -0.3149 -1.1537
45 H 1.8569 1.0803 -5.0518
46 H 3.4930 1.6687 -4.7586
47 H 1.1287 1.9018 -2.8449
48 H 1.9408 3.2226 -3.6902
49 H 2.7867 2.3290 -2.4078
50 H 1.7217 -3.6836 -4.4676
51 H 3.1200 -4.4373 -3.7143
52 H 3.5264 -2.3152 -5.8926
53 H 3.3176 -4.0408 -6.2654
54 H 4.6723 -3.4822 -5.2699
55 H 1.7673 0.8603 -0.9264
56 H 1.6479 -0.5157 0.1437
57 H -0.2790 -0.0671 -2.1912
58 H -0.6001 0.3481 -0.4990
59 H -0.3652 -1.3464 -0.9802
60 O -3.1699 -2.2290 1.3550
61 P -4.1676 -3.0308 2.2265
62 O -3.1628 -3.1279 3.5441
63 C -2.7234 -1.9406 4.1793
64 C -3.7227 -1.4791 5.2179
65 O -3.7872 -4.5144 1.5684
66 C -3.2956 -4.5875 0.2360
67 C -1.7733 -4.5672 0.2213
68 O -5.2822 -3.9266 3.2001
69 C -6.3345 -3.2686 3.8761
70 C -6.9610 -2.1243 3.1070
71 H -2.5302 -1.1457 3.4540
72 H -1.7738 -2.1727 4.6714
73 H -4.6322 -1.1093 4.7406
74 H -3.3100 -0.6623 5.8222
75 H -4.0027 -2.2976 5.8869
76 H -3.7190 -3.7848 -0.3769
77 H -3.6510 -5.5324 -0.1970
78 H -1.3599 -3.8026 0.8858
79 H -1.4026 -4.3934 -0.7903
80 H -1.3819 -5.5243 0.5731
81 H -5.9809 -2.9373 4.8532
82 H -7.1058 -4.0210 4.0703
83 H -6.2185 -1.3736 2.8172
84 H -7.7260 -1.6337 3.7111
85 H -7.4272 -2.4908 2.1832
86 O -10.4174 -3.6205 2.0044
87 P -11.7211 -3.9285 1.2277
88 O -12.3911 -4.8544 2.4314
89 C -12.6416 -4.2786 3.7011
90 C -13.9954 -3.6028 3.7329
91 O -11.0765 -5.1828 0.3387
92 C -9.6827 -5.2019 0.0576
93 C -8.9318 -6.0070 1.1094
94 O -13.1776 -4.2727 0.3599
95 C -14.2258 -3.3259 0.3131
96 C -13.7711 -1.8847 0.2177
97 H -11.8551 -3.5739 3.9841
98 H -12.6289 -5.0938 4.4311
99 H -13.9911 -2.7013 3.1171
100 H -14.2602 -3.3050 4.7546
101 H -14.7766 -4.2666 3.3520
102 H -9.2919 -4.1827 -0.0301
103 H -9.5493 -5.6737 -0.9254
104 H -9.2528 -5.7655 2.1271
105 H -7.8572 -5.8347 1.0280
106 H -9.1222 -7.0737 0.9719
107 H -14.8813 -3.4744 1.1721
108 H -14.8258 -3.5610 -0.5721
109 H -13.1019 -1.6134 1.0407
110 H -14.6304 -1.2124 0.2394
111 H -13.2192 -1.7160 -0.7161
112 O 8.5162 1.4791 -4.0623
113 P 8.7963 0.5107 -2.8869
114 O 9.7094 -0.5456 -3.7844
115 C 10.8986 -0.0911 -4.4055
116 C 12.0748 -0.1823 -3.4576
117 O 7.3499 -0.3079 -3.0153
118 C 6.2125 0.3542 -3.5540
119 C 6.1015 0.1029 -5.0515
120 O 9.1093 -0.5712 -1.5737
121 C 10.1204 -0.2808 -0.6300
122 C 10.2475 1.1850 -0.2717
123 H 10.7892 0.9292 -4.7829
124 H 11.0792 -0.7413 -5.2671
125 H 11.9862 0.5583 -2.6604
126 H 13.0176 0.0089 -3.9842
127 H 12.1316 -1.1710 -2.9935
128 H 6.2422 1.4241 -3.3222
129 H 5.3241 -0.0504 -3.0503
130 H 7.0604 0.2170 -5.5658
131 H 5.3766 0.7837 -5.5011
132 H 5.7736 -0.9224 -5.2365
133 H 11.0699 -0.6809 -0.9876
134 H 9.8765 -0.8413 0.2784
135 H 10.4166 1.8074 -1.1564
136 H 11.0793 1.3373 0.4181
137 H 9.3273 1.5460 0.2058

Löwdin atomic charge list, values in e, 6 entries: -0.12 -0.26 -0.61 0.67 -0.28 -0.10

# 2
The following is a DFT calculation (ωB97M-V with the def2-TZVPD basis set) of the molecule C4H4ClF.

Computed properties:
**Spin multiplicity**: 1
**HOMO energy (spin up / spin down)**: -8.88 / -8.57 eV
**Frontier orbital gap (spin up / spin down)**: 8.83 / 8.50 eV
**E_LUMO (spin up / spin down)**: -0.057 / -0.072 eV
**SMILES**: FC1=CC[C@@H]1Cl
**Energy relative to the best compared isomer or geometry (same formula, charge and spin)**: 3.463 eV

Element x y z (Å)
1 F 1.2790 0.7018 2.0745
2 C 0.4073 0.3561 1.1569
3 C -0.2789 -1.2235 0.5737
4 C -0.4759 -0.4819 -0.7083
5 C 0.1813 0.8327 -0.2197
6 Cl 1.6625 1.3313 -1.1386
7 H -0.8778 -1.9190 1.1164
8 H 0.0994 -0.9202 -1.5256
9 H -1.5113 -0.3756 -1.0490
10 H -0.4856 1.6981 -0.2802

Löwdin atomic charge list, values in e, 6 entries: 0.08 -0.17 0.11 -0.28 -0.67 0.57

# 3
The following is a DFT calculation (ωB97M-V with the def2-TZVPD basis set) of a structure of composition C26H32Cl2CoGe2I2NO.

Computed properties:
**Spin multiplicity**: 4
**HOMO energy (spin up / spin down)**: -4.85 / -4.93 eV
**Frontier orbital gap (spin up / spin down)**: 7.38 / 7.45 eV
**E_LUMO (spin up / spin down)**: 2.524 / 2.519 eV
**Charge**: -1
**Energy relative to the best compared isomer or geometry (same formula, charge and spin)**: 0.712 eV
**⟨S²⟩**: 3.7619

Element x y z (Å)
1 Co -1.8797 -0.5362 0.3193
2 C 2.6974 -2.0364 1.0565
3 C 1.2687 -1.5093 1.2202
4 Ge 0.7755 -0.2980 -0.2484
5 C 0.7424 -1.0346 -2.0743
6 C 2.1296 -1.3972 -2.6095
7 C 1.9964 1.2451 -0.1267
8 C 1.3080 2.3638 0.1322
9 Ge -0.6229 1.8917 -0.0588
10 C -1.1155 2.3773 -1.9066
11 C -1.0745 3.8638 -2.2696
12 C -1.7110 2.5812 1.4269
13 C -2.4217 3.9064 1.1411
14 C 1.9264 3.6682 0.4652
15 C 3.2253 3.7367 0.9742
16 C 3.8078 4.9554 1.2835
17 C 3.1002 6.1353 1.0997
18 C 1.8015 6.0839 0.6143
19 C 1.2225 4.8618 0.3094
20 H 2.9877 -2.6337 1.9243
21 H 3.4151 -1.2184 0.9620
22 H 2.7906 -2.6716 0.1761
23 H 1.1642 -0.9464 2.1469
24 H 0.5498 -2.3255 1.2659
25 H 0.2775 -0.2900 -2.7217
26 H 0.0898 -1.9055 -2.0383
27 H 2.8037 -0.5373 -2.5850
28 H 2.0724 -1.7425 -3.6450
29 H 2.5899 -2.1919 -2.0220
30 H 3.0856 1.2287 -0.1735
31 H -2.0907 1.9456 -2.1276
32 H -0.3859 1.8441 -2.5194
33 H -1.7005 4.4692 -1.6114
34 H -1.4320 4.0146 -3.2908
35 H -0.0575 4.2548 -2.2165
36 H -1.0271 2.6634 2.2741
37 H -2.4426 1.8202 1.6905
38 H -1.7187 4.7202 0.9629
39 H -3.0486 4.1902 1.9889
40 H -3.0701 3.8230 0.2665
41 H 3.7724 2.8183 1.1451
42 H 4.8148 4.9861 1.6812
43 H 3.5543 7.0866 1.3461
44 H 1.2369 6.9977 0.4774
45 H 0.2098 4.8211 -0.0655
46 Cl -2.1470 -7.6795 2.0299
47 C -2.0965 -6.1088 1.2578
48 C -3.2057 -5.3185 1.2884
49 C -3.1872 -4.0514 0.6917
50 I -4.9540 -2.9462 0.7268
51 C -2.0624 -3.5038 0.0805
52 O -2.0550 -2.3183 -0.4303
53 C -0.9161 -4.3897 -0.0128
54 N 0.1531 -3.9598 -0.7287
55 C 1.1894 -4.7451 -0.8593
56 C 1.2863 -6.0170 -0.2669
57 C 0.2276 -6.4768 0.4574
58 C -0.9301 -5.6790 0.5883
59 H -4.1021 -5.6676 1.7812
60 H 2.0065 -4.3687 -1.4687
61 H 2.1827 -6.6095 -0.3947
62 H 0.2475 -7.4508 0.9269
63 I -1.9388 -0.9426 2.9594
64 Cl -3.8585 0.0244 -2.1146
65 C -3.5186 0.4701 -0.3849
66 H -4.3661 0.0985 0.1932
67 H -3.5724 1.5599 -0.3603

Löwdin atomic charge list, values in e, 6 entries: 0.14 -0.17 -0.39 0.86 -0.35 -0.17